The molecule C4H7N3. Source: the OMol25 dataset; level of theory: ωB97M-V/def2-TZVPD.

Kohn-Sham gap: 9.3 eV
LUMO: 0.336 eV
highest occupied orbital energy: -8.96 eV
SMILES: CN(C)/N=C/C#N
spin multiplicity: 1

CARTESIAN COORDINATES (ANGSTROEM)
H  -2.1954  -0.7283  0.5575
H  -2.0603  1.6087  0.2979
N  -0.3717  0.2881  0.3103
H  -0.9057  -1.7630  0.0036
C  2.9926  -0.7602  -0.1253
N  0.9497  0.2517  -0.0285
H  -0.8228  1.9568  -0.9273
C  1.5766  -0.8629  0.1181
H  -0.5312  2.3394  0.7820
C  -1.3175  -0.7554  -0.0997
H  -1.6483  -0.6275  -1.1349
C  -0.9826  1.6103  0.1009
N  4.1450  -0.7216  -0.2836
H  1.1715  -1.8361  0.4291

Atomic partial charges in e from the natural (NBO) method, atoms 1 to 4: 0.216 0.207 -0.258 0.206